Formula: C3H10N2O5P2S
Source: the Open Molecules 2025 dataset
Level of theory: wB97M-V/def2-TZVPD

Geometry (Å):
N 0.0310 0.0322 -0.2289
H -1.8610 -2.5939 -1.5077
N 1.9789 1.2000 3.9452
P 1.7949 -0.0420 3.0187
O -1.3272 -1.7952 -1.6604
H -1.3395 0.9800 -1.6193
H 0.8310 -0.4919 -3.4731
O 1.5938 0.4827 1.4240
H -0.2882 2.0672 -0.7072
H 0.6894 -0.8342 3.4058
C 0.3140 0.4712 -3.4106
C 0.3038 0.5479 1.0849
O -0.5316 0.9508 1.7782
O 0.6585 1.1517 -2.2046
O -2.4536 -0.9146 0.5782
C -0.3251 1.0981 -1.2180
H -0.7601 0.2850 -3.5262
H 1.2449 1.1552 4.6492
S -0.2295 -2.6957 0.8517
H 2.9477 -0.8472 2.9402
H 0.6150 1.1178 -4.2395
P -1.0580 -1.2567 -0.1598
H -2.8290 -0.0684 0.2793

Charge: 0
E: -45904.2902 eV
SMILES: COCN(C(=O)O[PH2]=N)P(O)(O)=S
Molar mass: 248.1 u
Spin multiplicity: 1
Strongest force on any atom: 3.821 eV/A
E_HOMO: -9.01 eV